Entry 1:
C37H43O2SiV | wB97M-V/def2-TZVPD

The geometry in XYZ format:
```
84
Properties=species:S:1:pos:R:3:mulliken_charge:R:1
O -0.763 0.765 -2.668 -0.4552
C 0.457 0.693 -3.476 -0.4229
C -0.135 1.638 -4.506 -0.1334
H 0.618 -0.320 -3.877 0.2671
H 1.315 1.086 -2.899 0.0637
C -1.293 1.824 -3.517 1.8133
H -0.577 1.104 -5.340 -0.1355
H 0.510 2.471 -4.797 0.3821
C -2.671 1.360 -3.945 -1.7405
H -2.632 0.325 -4.329 0.3411
H -3.080 2.005 -4.729 0.4177
H -3.338 1.403 -3.063 0.3249
C -1.262 3.216 -2.948 -1.4994
H -0.221 3.545 -2.799 0.3596
H -1.806 3.263 -1.991 -0.0289
H -1.743 3.901 -3.670 0.4759
V -0.274 1.337 0.490 0.6934
C 0.510 2.677 1.876 -0.5297
C 1.473 1.650 1.614 0.1372
C 1.785 1.667 0.217 -1.5934
H 1.935 1.019 2.364 0.5578
C 1.000 2.700 -0.394 -0.0621
C 0.219 3.333 0.634 -0.5842
H -0.455 4.175 0.491 0.4521
H 0.107 2.920 2.857 0.5013
H 2.490 1.011 -0.288 0.4336
H 1.038 2.993 -1.439 0.7231
C -2.023 0.915 1.942 -0.1724
C -2.432 2.104 1.258 -1.7543
C -2.664 1.773 -0.107 -0.2262
H -2.613 3.078 1.718 0.4033
C -2.390 0.378 -0.286 -0.5322
C -2.017 -0.161 0.985 -0.5559
H -1.830 -1.215 1.208 0.3415
H -1.826 0.819 3.007 0.3693
H -3.120 2.424 -0.853 1.0404
H -2.563 -0.195 -1.192 0.4630
O 0.124 -0.022 -6.468 -0.3356
C -0.419 0.832 -7.527 -0.4353
C -0.061 0.244 -8.898 -0.5190
H -0.008 1.852 -7.425 0.2738
H -1.507 0.924 -7.373 0.2460
C 0.964 -0.850 -8.589 -0.5117
H 0.312 1.027 -9.554 0.2993
H -0.959 -0.180 -9.347 0.2567
C 0.832 -1.113 -7.076 -0.5927
H 1.972 -0.488 -8.807 0.2584
H 0.808 -1.769 -9.148 0.3053
H 1.796 -1.211 -6.562 0.2791
H 0.261 -2.035 -6.891 0.3049
C 0.284 1.694 6.959 -0.5583
C 1.429 1.568 6.164 -0.7264
C 1.440 0.672 5.092 -0.2777
C 0.305 -0.113 4.792 0.9535
C -0.845 0.038 5.592 -0.2427
C -0.855 0.934 6.664 -0.6566
Si 0.371 -1.308 3.359 -0.5481
C 2.135 -1.841 3.173 0.1139
C 2.793 -1.703 1.934 -0.3448
C 4.147 -2.025 1.824 -0.4655
C 4.844 -2.532 2.929 -0.4799
C 4.186 -2.714 4.151 -0.6671
C 2.836 -2.363 4.277 0.0494
C -0.721 -2.788 3.588 0.6623
C -0.174 -4.088 3.530 -0.5913
C -0.958 -5.200 3.853 -0.5620
C -2.308 -5.036 4.186 -0.4640
C -2.885 -3.760 4.155 -0.6645
C -2.107 -2.647 3.828 -0.2372
H 0.278 2.387 7.803 0.3167
H 2.321 2.158 6.375 0.3684
H 2.355 0.556 4.501 0.1809
H -1.727 -0.577 5.394 0.1217
H -1.755 1.031 7.273 0.3874
H 2.236 -1.342 1.064 0.2981
H 4.658 -1.878 0.870 0.3616
H 5.901 -2.790 2.835 0.3254
H 4.717 -3.124 5.011 0.3489
H 2.331 -2.493 5.238 0.4158
H 0.874 -4.221 3.250 0.2908
H -0.510 -6.196 3.845 0.3685
H -2.917 -5.904 4.447 0.3137
H -3.944 -3.626 4.386 0.3723
H -2.575 -1.660 3.776 0.2726
```

Calculated values
⟨S²⟩ = 3.77
Multiplicity = 4
Charge = -1
Highest occupied orbital energy (alpha / beta) = -0.0595 / -0.0648 hartree
HOMO-LUMO gap (alpha / beta) = 3.6 / 3.8 eV

Entry 2:
C18H32F18Na2O18P3 | wB97M-V/def2-TZVPD

The geometry in XYZ format:
```
91
Properties=species:S:1:pos:R:3:mulliken_charge:R:1
Na 3.483 -2.392 -5.087 0.9972
Na 1.587 3.776 -4.227 0.9980
P 4.122 1.624 -7.992 1.1583
F 4.006 -0.039 -8.218 -0.3976
F 4.950 1.407 -6.661 -0.3285
F 5.541 1.777 -8.711 -0.3396
F 4.113 3.215 -7.747 -0.3410
F 3.243 1.807 -9.379 -0.3464
F 2.698 1.329 -7.098 -0.4029
P 0.786 0.434 -0.864 1.1817
F -0.322 -0.187 0.218 -0.3506
F 1.944 0.154 0.252 -0.3530
F 1.072 -1.099 -1.499 -0.3969
F 2.024 0.789 -1.929 -0.4028
F -0.222 0.808 -2.111 -0.3364
F 0.665 1.986 -0.408 -0.3413
P -3.305 5.124 -6.511 1.1404
F -2.848 4.191 -5.290 -0.3649
F -3.703 3.824 -7.443 -0.3779
F -4.814 4.982 -6.020 -0.3435
F -3.792 6.068 -7.762 -0.3616
F -2.956 6.430 -5.597 -0.3577
F -1.766 4.934 -6.931 -0.3384
C -4.391 -1.433 -6.026 -0.2005
C -4.636 -1.542 -4.566 -0.2857
O -5.805 -2.267 -4.431 -0.3417
C -6.504 -2.181 -5.627 0.7113
O -7.716 -2.452 -5.748 -0.5624
O -5.664 -1.621 -6.492 -0.3255
H -3.705 -2.163 -6.455 0.2325
H -4.028 -0.436 -6.277 0.2635
H -4.656 -0.587 -4.041 0.2501
H -3.848 -2.068 -4.027 0.2598
C -4.438 0.830 4.169 -0.3185
C -4.487 -0.517 4.958 -0.2812
O -5.845 -0.653 5.152 -0.3518
C -6.554 0.507 4.938 0.6881
O -7.701 0.667 5.153 -0.4938
O -5.698 1.393 4.440 -0.3449
H -4.266 0.787 3.094 0.3017
H -3.683 1.436 4.670 0.2272
H -4.012 -0.446 5.936 0.3022
H -4.063 -1.190 4.212 0.2713
C -2.419 7.870 2.539 -0.6460
O -3.369 8.799 2.733 -0.2841
C -3.072 10.091 2.921 0.7986
O -1.974 10.603 2.911 -0.5648
O -4.248 10.709 2.992 -0.2937
C -4.385 12.052 3.313 -0.6700
H -1.417 8.194 2.820 0.3358
H -2.452 7.548 1.498 0.2500
H -2.620 6.965 3.113 0.2259
H -5.289 12.567 2.987 0.2520
H -3.564 12.603 2.854 0.3106
H -4.213 12.174 4.382 0.2860
C 2.058 1.299 6.653 -0.6455
O 2.867 0.090 6.360 -0.3263
C 2.719 -0.993 7.252 0.7791
O 2.104 -0.961 8.331 -0.5812
O 3.437 -2.039 6.884 -0.3116
C 4.179 -2.110 5.639 -0.5705
H 1.863 1.606 7.681 0.3079
H 1.088 1.100 6.197 0.2772
H 2.513 2.122 6.104 0.2499
H 3.617 -1.730 4.785 0.2837
H 4.621 -3.099 5.517 0.2272
H 4.908 -1.333 5.870 0.3105
C 7.263 -2.660 0.701 -0.6415
O 6.673 -3.932 0.482 -0.2975
C 6.154 -4.226 -0.651 0.8533
O 6.176 -3.566 -1.697 -0.6257
O 5.718 -5.510 -0.486 -0.2808
C 5.030 -6.079 -1.556 -0.6447
H 8.119 -2.833 1.354 0.2169
H 6.526 -2.030 1.198 0.2724
H 7.551 -2.207 -0.248 0.3385
H 4.888 -7.136 -1.329 0.2457
H 5.613 -6.002 -2.474 0.3073
H 4.029 -5.678 -1.715 0.2585
C 1.099 -6.149 1.776 -0.6170
O 1.738 -7.177 2.597 -0.2815
C 1.780 -8.495 2.393 0.7725
O 2.443 -9.304 3.085 -0.5751
O 0.935 -8.836 1.331 -0.3337
C 0.904 -10.146 0.751 -0.6665
H 0.035 -6.217 1.548 0.3091
H 1.480 -6.213 0.757 0.2288
H 1.480 -5.160 2.031 0.3235
H 0.056 -10.732 1.105 0.2692
H 1.792 -10.719 1.018 0.3178
H 0.756 -10.125 -0.328 0.2536
```

Calculated values
Charge = -1
Highest occupied orbital energy = -0.3164 hartree
HOMO-LUMO gap = 7.3 eV

Entry 3:
C16H27ClN2O2S | wB97M-V/def2-TZVPD

The geometry in XYZ format:
```
49
Properties=species:S:1:pos:R:3:nbo_charge:R:1
C -3.332 0.125 -3.030 -0.6096
C -2.028 0.904 -3.128 -0.3984
C -0.908 0.268 -2.295 -0.2044
N -1.210 0.252 -0.877 -0.4883
C -0.826 -0.955 -0.173 -0.2205
C -1.919 -2.028 -0.257 -0.3996
C -3.142 -1.640 0.562 -0.6082
H -3.514 -0.672 0.238 0.2070
H -3.936 -2.375 0.443 0.2100
H -2.889 -1.575 1.618 0.1964
H -2.208 -2.169 -1.299 0.1968
H -1.513 -2.973 0.111 0.1958
H 0.116 -1.371 -0.566 0.1771
H -0.660 -0.707 0.874 0.2159
C -1.076 1.500 -0.169 -0.1948
H -1.306 2.298 -0.876 0.2080
H -1.843 1.527 0.615 0.1866
C 0.276 1.872 0.519 0.1095
N 0.393 1.087 1.748 -0.8979
S 1.807 0.941 2.616 2.3261
O 1.391 0.669 3.961 -0.9394
O 2.729 2.019 2.388 -0.9420
C 2.486 -0.564 1.921 -0.3519
C 1.777 -1.737 2.096 -0.1679
C 2.254 -2.915 1.549 -0.2248
C 3.447 -2.894 0.838 -0.0254
C 4.170 -1.720 0.678 -0.2499
C 3.680 -0.547 1.228 -0.1223
H 4.215 0.384 1.130 0.2390
H 5.100 -1.728 0.133 0.2341
Cl 4.044 -4.356 0.147 0.0228
H 1.714 -3.840 1.671 0.2335
H 0.864 -1.716 2.668 0.2400
H -0.364 1.258 2.393 0.4124
C 0.251 3.366 0.868 -0.6294
H 0.238 3.973 -0.033 0.2108
H 1.138 3.611 1.447 0.2380
H -0.631 3.604 1.461 0.2053
C 1.484 1.579 -0.365 -0.6470
H 1.563 0.517 -0.578 0.2182
H 1.397 2.129 -1.298 0.2193
H 2.387 1.905 0.144 0.2366
H 0.033 0.793 -2.518 0.1745
H -0.790 -0.768 -2.620 0.1977
H -2.196 1.930 -2.799 0.1906
H -1.698 0.942 -4.169 0.2012
H -3.207 -0.881 -3.424 0.1979
H -4.117 0.620 -3.598 0.2090
H -3.642 0.055 -1.992 0.2119
```

Calculated values
Relative energy (zero: lowest compared OMol25 entry of this formula, charge and spin) = 1.64 kcal/mol
Charge = 0
Highest occupied orbital energy = -0.3017 hartree
HOMO-LUMO gap = 8.6 eV
SMILES string = CCCN(CCC)CC(C)(C)NS(=O)(=O)c1ccc(Cl)cc1

Entry 4:
C5H6O2 | wB97M-V/def2-TZVPD

The geometry in XYZ format:
```
13
Properties=species:S:1:pos:R:3:nbo_charge:R:1
C -1.478 -0.446 0.602 -0.0263
O -0.726 1.486 0.525 -0.5652
C 0.341 1.312 -0.308 0.0705
C 1.432 0.366 0.103 0.0679
O 0.877 -0.468 1.124 -0.4899
C -0.147 -0.886 0.214 0.0004
C 0.475 -0.135 -0.930 -0.3233
H -2.257 -0.686 -0.148 0.1998
H -1.769 -0.799 1.608 0.2109
H 0.583 2.086 -1.057 0.1985
H 2.506 0.504 0.083 0.2027
H -0.325 -1.966 0.174 0.2197
H 0.489 -0.370 -1.991 0.2343
```

Calculated values
Relative energy (zero: lowest compared OMol25 entry of this formula, charge and spin) = 123.51 kcal/mol
Charge = 0
Highest occupied orbital energy (alpha / beta) = -0.3221 / -0.3221 hartree
HOMO-LUMO gap (alpha / beta) = 8.7 / 8.7 eV

- Which value of charge does entry 1 give?
  -1